A structure of composition C29H46AsCrN3O3Si2. Source: the Open Molecules 2025 dataset; level of theory: ωB97M-V with the def2-TZVPD basis set.

maximum force: 0.0606 Eh/bohr
energy above the lowest of the compared OMol25 structures with the same formula, charge and spin: 26.3 kcal/mol
lowest unoccupied orbital energy (alpha / beta): 1.9347 / 1.8675 eV
expectation value of S²: 3.98
frontier orbital gap (alpha / beta): 5.2 / 5.7 eV
calculated total energy: -5381.91029 Eh
highest occupied orbital energy (alpha / beta): -3.29 / -3.80 eV

```
! wB97M-V def2-TZVPD RIJCOSX def2/J DEFGRID3
* xyz -1 4
Cr 10.616 12.822 10.636
O 16.677 16.432 9.681
C 16.002 15.629 8.733
C 14.668 15.121 9.122
C 14.644 14.516 10.349
C 13.423 13.997 10.813
N 12.366 13.970 10.059
C 12.374 14.594 8.857
C 13.512 15.117 8.319
C 11.008 14.601 8.186
C 10.768 15.140 6.904
C 9.460 15.391 6.521
C 9.144 16.015 5.182
O 10.123 16.960 4.769
C 8.447 14.956 7.369
C 8.758 14.167 8.448
N 10.027 14.142 8.922
H 16.131 16.600 10.484
H 16.671 14.731 8.696
H 15.996 16.136 7.747
H 15.567 14.431 10.955
H 13.311 13.549 11.832
H 13.523 15.490 7.328
H 11.512 15.451 6.190
H 8.090 16.450 5.259
H 9.130 15.240 4.400
H 9.984 17.695 5.406
H 7.438 15.110 7.099
H 8.085 13.700 9.091
C 8.969 10.078 11.636
C 8.116 11.369 11.368
C 6.759 10.901 10.878
O 8.769 12.269 10.604
H 8.342 9.408 12.241
H 9.864 10.297 12.255
H 9.360 9.720 10.670
H 7.756 11.829 12.349
H 6.808 10.269 10.012
H 6.115 11.794 10.664
H 6.425 10.255 11.659
C 9.733 15.790 12.791
C 10.155 14.809 13.946
C 9.736 15.085 15.264
C 10.109 14.208 16.327
C 10.663 12.984 16.000
C 11.017 12.641 14.688
C 11.769 11.340 14.452
C 10.736 13.567 13.621
N 11.043 13.245 12.316
H 9.581 16.876 13.128
H 8.890 15.460 12.175
H 10.577 15.642 12.055
H 9.391 16.058 15.582
H 9.964 14.562 17.385
H 10.930 12.237 16.746
H 11.935 10.832 15.428
H 12.645 11.501 13.903
H 11.209 10.663 13.875
C 10.098 11.330 6.047
Si 10.985 10.043 7.038
C 12.196 9.207 5.865
C 9.626 8.736 7.541
As 12.041 11.273 8.809
Si 13.072 9.531 9.860
C 13.379 10.113 11.629
C 14.792 9.003 9.135
C 12.230 7.849 9.798
H 9.117 10.913 5.577
H 10.751 11.687 5.277
H 9.750 12.077 6.684
H 11.750 9.048 4.861
H 12.565 8.262 6.263
H 13.075 9.799 5.928
H 8.961 9.104 8.360
H 10.125 7.811 7.982
H 8.945 8.394 6.736
H 14.085 10.953 11.653
H 13.802 9.234 12.081
H 12.463 10.425 12.080
H 15.321 9.769 8.682
H 14.621 8.348 8.286
H 15.326 8.573 9.960
H 12.105 7.626 8.728
H 11.231 7.725 10.208
H 12.894 7.128 10.242
*
```

Here are the Löwdin charges for atoms 1 to 6, given in e:
1. Cr 0.533
2. O -0.080
3. C -0.235
4. C -0.200
5. C -0.001
6. C -0.120

---

A structure of composition C2H2N2O2S. Source: the Open Molecules 2025 dataset; level of theory: ωB97M-V with the def2-TZVPD basis set.

maximum force: 0.0724 Eh/bohr
energy above the lowest of the compared OMol25 structures with the same formula, charge and spin: 100.7 kcal/mol
lowest unoccupied orbital energy (alpha / beta): -1.6539 / -1.6570 eV
frontier orbital gap (alpha / beta): 6.9 / 6.9 eV
calculated total energy: -735.42676 Eh
highest occupied orbital energy (alpha / beta): -8.59 / -8.59 eV

```
! wB97M-V def2-TZVPD RIJCOSX def2/J DEFGRID3
* xyz 0 1
C 0.790 0.253 1.445
C -1.211 0.080 -1.580
N -1.495 -0.610 -0.663
N 1.165 -0.257 0.420
O 1.576 -0.567 -0.637
O -0.904 0.936 -2.267
S 1.701 1.703 1.588
H -0.126 -0.004 1.985
H -1.496 -1.534 -0.290
*
```

Here are the Löwdin charges for atoms 1 to 6, given in e:
1. C -0.661
2. C -0.455
3. N 0.202
4. N -0.178
5. O 0.132
6. O 0.188

---

A structure of composition C8H17N4P. Source: the Open Molecules 2025 dataset; level of theory: ωB97M-V with the def2-TZVPD basis set.

maximum force: 0.0920 Eh/bohr
energy above the lowest of the compared OMol25 structures with the same formula, charge and spin: 53.7 kcal/mol
lowest unoccupied orbital energy: 0.8525 eV
frontier orbital gap: 8.9 eV
calculated total energy: -875.28458 Eh
highest occupied orbital energy: -8.09 eV

```
! wB97M-V def2-TZVPD RIJCOSX def2/J DEFGRID3
* xyz 0 1
C -3.288 -0.382 1.173
C -3.699 0.104 -0.034
C -1.562 -0.127 -0.029
C -2.390 0.657 -2.165
C 1.066 -1.076 1.972
C 1.497 -2.778 0.468
C 1.834 2.073 -1.331
C 0.574 1.771 0.793
N -1.929 -0.623 1.155
N -2.568 0.252 -0.848
N 1.191 -1.371 0.594
N 0.997 1.153 -0.491
P 0.633 -0.506 -0.747
H -3.993 -0.594 1.897
H -4.625 0.002 -0.492
H -2.795 0.110 -2.957
H -2.626 1.662 -2.329
H -1.356 0.579 -2.258
H 1.636 -1.767 2.544
H 1.463 -0.098 2.189
H 0.111 -1.327 2.377
H 2.436 -2.900 1.067
H 0.711 -3.487 0.928
H 1.591 -3.050 -0.576
H 1.217 2.862 -1.499
H 2.683 2.401 -0.720
H 2.315 1.511 -2.127
H -0.398 1.399 1.056
H 1.315 1.611 1.565
H 0.334 2.921 0.640
*
```

Here are the Löwdin charges for atoms 1 to 6, given in e:
1. C -0.160
2. C -0.080
3. C -0.315
4. C -0.053
5. C -0.163
6. C -0.176

---

A structure of composition C16H10BrCl5Pb. Source: the Open Molecules 2025 dataset; level of theory: ωB97M-V with the def2-TZVPD basis set.

maximum force: 0.0557 Eh/bohr
energy above the lowest of the compared OMol25 structures with the same formula, charge and spin: 19.7 kcal/mol
lowest unoccupied orbital energy (alpha / beta): -3.8643 / -3.8657 eV
frontier orbital gap (alpha / beta): 3.9 / 4.0 eV
calculated total energy: -5683.32077 Eh
highest occupied orbital energy (alpha / beta): -7.80 / -7.86 eV

```
! wB97M-V def2-TZVPD RIJCOSX def2/J DEFGRID3
* xyz 0 1
C 2.711 1.782 0.515
C 1.591 2.649 0.652
C 0.713 2.043 1.620
H 1.454 3.614 0.178
C 1.257 0.784 1.994
C 2.506 0.632 1.324
H 3.211 -0.184 1.458
H 3.616 1.991 -0.069
H -0.181 2.514 2.038
H 0.853 0.099 2.739
Pb -0.637 0.977 -0.703
Br -1.376 2.901 -2.459
C 0.555 -1.003 -2.845
C 1.644 -1.546 -2.080
C 2.696 -0.580 -2.036
H 1.685 -2.545 -1.670
C 2.288 0.549 -2.783
C 0.975 0.308 -3.289
H 0.404 0.974 -3.921
H -0.390 -1.475 -3.042
H 3.657 -0.710 -1.537
H 2.878 1.458 -2.955
Cl -2.774 1.856 1.235
C -2.793 0.113 1.334
C -1.662 -0.520 0.921
C -1.511 -1.867 1.149
Cl 0.057 -2.529 0.872
C -2.609 -2.651 1.564
Cl -2.422 -4.354 1.720
C -3.858 -2.013 1.853
Cl -5.198 -2.923 2.425
C -3.943 -0.609 1.736
Cl -5.397 0.263 2.061
*
```

Here are the Löwdin charges for atoms 1 to 6, given in e:
1. C -0.140
2. C -0.119
3. C -0.257
4. H 0.104
5. C -0.179
6. C -0.115

---

A structure of composition C2H5NS. Source: the Open Molecules 2025 dataset; level of theory: ωB97M-V with the def2-TZVPD basis set.

maximum force: 0.1256 Eh/bohr
energy above the lowest of the compared OMol25 structures with the same formula, charge and spin: 46.6 kcal/mol
lowest unoccupied orbital energy: 0.6457 eV
frontier orbital gap: 8.8 eV
calculated total energy: -532.06827 Eh
highest occupied orbital energy: -8.14 eV

```
! wB97M-V def2-TZVPD RIJCOSX def2/J DEFGRID3
* xyz 0 1
C -1.423 -0.075 0.439
C 1.371 -0.017 -0.077
N -0.439 -0.045 -0.406
S -3.011 -0.082 -0.040
H -0.963 0.035 1.544
H 1.643 -0.976 -0.212
H 1.781 0.668 -0.817
H 1.533 0.297 0.987
H -0.493 0.194 -1.420
*
```

Here are the Löwdin charges for atoms 1 to 6, given in e:
1. C -0.864
2. C 0.090
3. N -0.087
4. S 0.503
5. H 0.116
6. H -0.001